12
Properties=species:S:1:pos:R:3 method="wB97M-V/def2-TZVPD" lumo_energy_ev=4.248 total_charge=-1 homo_lumo_gap_ev=8.65 relative_energy_ev=2.018 energy_ha=-360.2971
O -0.39460 2.05225 -0.09036
C -0.87327 0.99317 0.34948
N -0.49626 -0.25306 0.13581
C -0.27247 -1.94022 0.99975
O 0.45798 -2.76959 0.41034
H -1.85231 1.11752 0.87557
H 0.33453 -0.36206 -0.43989
H -1.35014 -2.19579 0.99893
H 0.01350 -1.45702 1.93988
H 1.83277 0.88344 -1.72484
H 1.00128 2.16071 -1.40047
O 1.59900 1.77066 -2.05419